Record 1
49
Properties=species:S:1:pos:R:3:forces:R:3 method="wB97M-V/def2-TZVPD" charge=+1 de_lowest_ev=2.4567 molar_mass_g_mol=597.1 multiplicity=1 homo_energy_ev=-10.3
Sn 1.067 -2.132 0.003 1.86 -0.17 0.13
Br 5.719 2.101 -4.459 0.29 -0.42 -0.47
C 4.812 0.655 -3.658 -1.26 0.24 1.92
C 5.265 -0.713 -3.589 0.42 1.83 -1.24
C 4.710 -1.572 -2.724 -0.84 -1.61 0.51
C 3.673 -1.180 -1.841 -1.20 -1.44 2.67
O 3.202 -2.051 -0.939 0.01 1.31 -1.81
C 3.128 0.136 -1.939 -0.44 -0.42 -1.79
C 1.945 0.557 -1.329 1.25 0.07 1.98
N 1.545 0.114 -0.135 0.18 -1.75 -1.31
C 1.297 0.948 0.913 -1.03 2.05 -0.65
C 1.338 2.353 0.857 0.40 -2.48 -1.45
C 1.106 3.061 2.010 -0.50 1.60 1.40
C 0.486 2.473 3.081 0.53 -0.10 1.04
C 0.441 1.055 3.215 0.00 1.45 -1.36
C -0.037 0.397 4.334 -0.37 0.24 0.98
C -0.195 -0.966 4.305 0.04 0.00 1.05
C -0.036 -1.583 3.091 1.08 -0.39 -2.85
N 0.486 -0.967 1.977 -0.74 -1.46 2.39
C 0.850 0.308 2.082 -1.09 0.53 0.78
C 3.726 1.032 -2.877 0.85 -0.23 -0.90
H 6.035 -1.003 -4.293 0.03 -0.20 0.13
H 4.879 -2.659 -2.748 0.41 0.69 0.11
H 1.496 1.452 -1.701 -0.09 0.91 -0.29
H 1.383 2.798 -0.145 0.75 0.23 0.74
H 1.434 4.110 2.116 -0.86 -0.40 -0.47
H 0.036 3.078 3.868 0.61 -0.06 0.07
H -0.306 0.986 5.222 0.24 -0.36 -0.39
H -0.396 -1.534 5.221 -0.32 0.22 -0.59
H -0.302 -2.625 2.896 0.10 0.19 0.36
H 3.391 2.071 -2.901 0.01 -0.32 -0.07
N -1.489 0.264 -2.176 -0.54 0.75 0.76
C -1.350 -0.994 -1.826 -1.14 -1.62 1.60
S -0.086 -1.975 -2.382 0.06 0.10 -1.08
N -2.218 -1.582 -0.923 1.31 0.52 -1.51
C -3.404 -1.048 -0.403 -0.46 -0.90 0.65
C -3.991 -1.726 0.676 -0.35 0.71 -0.25
C -5.142 -1.228 1.244 0.42 1.24 -0.82
C -5.598 0.079 0.868 0.71 -1.68 0.29
C -5.076 0.669 -0.236 0.94 0.60 -1.82
C -4.056 -0.006 -0.977 -0.06 1.52 -1.54
H -0.954 0.524 -2.972 0.45 0.72 -0.28
H -2.103 0.906 -1.643 0.69 -0.61 -0.89
H -2.036 -2.574 -0.832 -0.13 0.11 0.15
H -3.550 -2.657 0.943 0.08 -0.64 0.51
H -5.677 -1.820 1.942 -0.32 -0.22 0.78
H -6.339 0.575 1.431 -0.83 0.32 0.53
H -5.375 1.681 -0.589 -0.10 -1.03 0.31
H -3.734 0.213 -2.058 -1.05 0.33 1.98

=====

Record 2
87
Properties=species:S:1:pos:R:3:forces:R:3 method="wB97M-V/def2-TZVPD" de_lowest_ev=0.1685 molar_mass_g_mol=994.0 multiplicity=5 homo_energy_ev="-5.1 / -7.8"
Ir 0.727 0.653 0.556 0.04 -0.20 0.06
S 0.866 -0.509 2.673 -0.04 -0.07 -0.04
C -0.564 -0.086 3.465 0.00 0.00 0.04
C -0.796 -0.698 4.744 -0.01 -0.06 0.02
N -0.961 -1.203 5.764 0.00 0.03 -0.07
C -1.498 0.810 2.956 0.00 0.06 0.06
S -1.353 1.614 1.473 -0.06 -0.01 -0.03
C -2.661 1.127 3.736 -0.05 0.02 0.03
N -3.598 1.404 4.343 0.05 -0.05 -0.06
C 1.698 0.730 -3.730 0.02 0.01 0.05
C 2.916 1.398 -3.688 0.01 0.00 -0.04
C 3.454 1.792 -2.476 0.04 0.02 0.02
C 2.788 1.516 -1.279 -0.02 -0.04 -0.04
C 1.549 0.836 -1.307 0.05 0.10 -0.02
C 1.035 0.447 -2.542 -0.01 -0.02 -0.04
C 3.279 1.901 0.024 -0.02 0.00 0.04
C 4.588 2.259 0.310 0.04 -0.01 -0.09
C 4.965 2.625 1.579 -0.05 0.00 0.04
C 3.960 2.734 2.598 -0.02 -0.04 -0.01
C 4.246 3.197 3.882 0.03 0.03 0.04
C 3.256 3.349 4.842 -0.01 -0.02 -0.03
C 1.943 3.061 4.507 0.01 0.02 -0.01
C 1.633 2.601 3.233 -0.02 -0.01 0.00
C 2.622 2.381 2.278 0.07 0.03 0.04
N 2.318 1.836 1.040 0.08 0.10 -0.02
H 1.266 0.429 -4.676 0.00 0.00 0.00
H 3.445 1.620 -4.606 -0.01 0.00 0.00
H 4.392 2.332 -2.459 0.00 0.00 0.00
H 0.086 -0.069 -2.620 0.01 0.00 0.00
H 5.318 2.233 -0.488 -0.01 0.00 0.00
H 5.989 2.884 1.812 0.01 0.00 -0.01
H 5.275 3.444 4.120 0.00 0.00 0.00
H 3.506 3.707 5.831 0.00 0.00 0.00
H 1.149 3.206 5.229 0.00 0.00 0.00
H 0.601 2.449 2.959 -0.05 -0.03 -0.02
C -0.207 -4.141 1.675 0.00 0.01 0.01
C -1.471 -3.379 1.960 0.02 0.00 0.00
C -2.267 -3.766 3.035 0.00 -0.01 -0.01
C -3.428 -3.085 3.364 0.00 0.02 0.01
C -3.826 -1.996 2.606 0.01 0.00 0.02
C -3.048 -1.598 1.530 -0.01 0.01 -0.04
C -1.875 -2.276 1.200 0.02 -0.02 0.06
Sb -0.752 -1.316 -0.333 -0.06 0.12 0.09
C 0.548 -2.629 -1.399 0.02 0.03 -0.03
C 1.751 -2.821 -0.720 0.01 -0.01 0.02
C 2.790 -3.544 -1.278 -0.01 0.00 -0.01
C 2.637 -4.067 -2.552 0.01 0.01 0.01
C 1.461 -3.845 -3.248 -0.01 0.00 0.00
C 0.401 -3.121 -2.702 0.02 -0.03 0.00
C -0.809 -2.882 -3.564 -0.01 0.00 -0.01
C -2.370 -0.656 -1.536 -0.06 -0.02 -0.04
C -2.353 0.693 -1.888 0.01 0.01 0.00
C -3.388 1.246 -2.626 0.01 0.00 0.01
C -4.451 0.444 -3.010 -0.01 -0.01 0.00
C -4.477 -0.894 -2.648 0.00 0.02 0.00
C -3.451 -1.469 -1.902 0.01 0.01 0.00
C -3.582 -2.917 -1.508 0.01 -0.01 0.00
H -0.177 -5.065 2.251 0.00 0.01 0.01
H 0.671 -3.552 1.954 0.00 0.01 -0.02
H -0.115 -4.396 0.620 0.01 0.00 -0.02
H -1.957 -4.614 3.633 0.00 0.00 0.00
H -4.014 -3.399 4.218 0.00 0.00 0.00
H -4.723 -1.445 2.858 0.00 0.00 0.00
H -3.366 -0.740 0.947 0.01 0.00 -0.01
H 1.895 -2.382 0.262 -0.01 0.00 0.00
H 3.712 -3.679 -0.728 0.00 0.00 0.00
H 3.440 -4.627 -3.014 0.00 0.00 0.00
H 1.360 -4.227 -4.256 0.00 0.00 0.00
H -0.603 -3.194 -4.587 0.00 0.00 0.00
H -1.094 -1.830 -3.588 0.00 0.01 0.01
H -1.674 -3.446 -3.218 0.00 -0.01 0.01
H -1.523 1.326 -1.590 -0.01 0.01 0.01
H -3.360 2.294 -2.895 0.00 0.00 0.00
H -5.267 0.860 -3.588 0.00 0.00 0.00
H -5.315 -1.512 -2.947 0.00 0.00 0.00
H -4.043 -3.489 -2.313 0.00 0.00 0.00
H -4.211 -3.018 -0.622 -0.01 0.00 0.00
H -2.625 -3.380 -1.267 0.01 0.00 0.01
C -0.851 5.159 0.012 -0.01 0.05 0.02
S 0.187 3.865 -0.687 -0.05 0.03 0.03
C 0.356 4.481 -2.369 0.03 -0.06 -0.06
H -1.792 5.251 -0.531 0.00 -0.01 0.00
H -0.331 6.117 0.012 0.00 0.00 -0.01
H -1.065 4.880 1.042 0.00 -0.01 0.00
H 0.881 5.435 -2.379 -0.01 0.00 0.01
H -0.614 4.587 -2.855 -0.01 0.00 0.01
H 0.949 3.747 -2.915 0.00 -0.01 0.00

=====

Record 3
22
Properties=species:S:1:pos:R:3:forces:R:3 method="wB97M-V/def2-TZVPD" de_lowest_ev=7.6959 molar_mass_g_mol=126.2 multiplicity=1 homo_energy_ev=-8.1
C -1.249 -2.021 -1.301 -1.20 0.22 0.97
C -0.899 -1.083 -0.269 -0.95 0.64 0.63
C 0.026 0.001 -0.735 2.95 1.78 -1.56
N 0.384 0.990 0.244 -1.65 -0.87 0.53
N -2.252 -0.399 0.241 1.12 -3.85 -1.77
H -0.339 -1.513 0.592 -0.69 -0.03 -0.34
H -0.929 -3.047 -1.341 0.74 -0.14 -0.09
H -2.152 -1.846 -1.888 0.42 0.35 -0.26
H -0.291 0.535 -1.646 -0.63 -0.09 0.10
H 0.400 0.626 1.200 0.09 -0.14 -0.36
H 1.364 1.329 0.047 0.80 0.14 -0.67
H -2.645 -1.351 0.028 -1.59 1.03 1.96
H -2.723 0.045 -0.556 0.65 0.82 -0.07
H 3.542 -0.008 0.722 -0.14 -0.13 0.79
H 4.092 -0.364 2.227 0.01 0.33 -0.29
O 3.626 -0.702 1.460 -0.13 -0.30 -0.39
H -2.132 1.546 1.152 0.13 0.20 0.05
H -2.578 2.965 0.760 0.15 0.02 -0.05
O -2.484 2.372 1.508 -0.26 -0.07 0.14
H 3.494 1.481 -0.910 -0.17 0.26 0.08
H 0.873 -0.546 -1.169 0.42 0.09 0.76
O 2.873 0.990 -0.364 -0.08 -0.25 -0.16

=====

Record 4
66
Properties=species:S:1:pos:R:3:forces:R:3 method="wB97M-V/def2-TZVPD" molar_mass_g_mol=747.6 multiplicity=5 homo_energy_ev="-6.5 / -6.8"
Ir 0.014 -0.010 -0.024 0.71 -0.31 -0.35
C -2.712 4.540 -1.876 -0.26 -0.10 -0.55
N -1.954 4.454 -0.662 0.54 -0.36 0.50
C -1.945 5.343 0.382 0.11 0.25 0.43
C -1.171 4.805 1.353 -0.35 0.53 0.10
N -0.698 3.596 0.919 -0.21 -0.17 -0.48
B 0.113 2.594 1.745 0.18 -0.16 -0.16
N 1.619 2.901 1.616 0.41 -0.39 -0.22
C 2.217 4.130 1.537 0.34 0.51 0.02
C 3.560 3.970 1.599 -0.25 0.53 -0.01
N 3.799 2.625 1.705 -0.77 0.10 -0.12
C 5.070 1.975 1.827 0.36 -0.38 0.01
C 2.599 1.982 1.701 0.14 -0.34 0.14
S 2.445 0.315 1.795 -0.28 -0.54 0.02
C -1.179 3.392 -0.319 0.03 0.09 -0.14
S -0.927 2.097 -1.375 0.19 -1.17 0.07
H -3.048 5.562 -2.031 0.06 0.00 0.07
H -3.578 3.875 -1.832 0.05 0.05 0.00
H -2.091 4.220 -2.715 -0.08 0.12 0.07
H -2.470 6.276 0.339 -0.09 0.12 0.02
H -0.919 5.181 2.325 -0.02 0.07 0.14
H -0.095 1.464 1.254 -0.16 0.07 0.36
H -0.231 2.626 2.882 -0.15 -0.06 0.31
H 1.646 5.029 1.442 -0.09 0.22 -0.03
H 4.350 4.694 1.584 0.08 0.08 -0.03
H 5.863 2.718 1.785 -0.05 0.06 -0.01
H 5.201 1.252 1.021 -0.01 0.02 0.04
H 5.124 1.436 2.775 0.03 0.02 -0.04
C -0.844 -3.677 -4.321 0.33 0.14 -0.43
N -1.515 -3.538 -3.062 -0.28 0.23 0.74
C -2.231 -4.500 -2.399 -0.32 -0.25 0.35
C -2.703 -3.932 -1.264 -0.16 -0.60 -0.16
N -2.300 -2.625 -1.222 0.48 0.00 -0.29
B -2.726 -1.551 -0.198 0.24 -0.07 -0.12
N -2.848 -2.185 1.192 0.35 0.13 0.40
C -3.968 -2.774 1.715 -0.44 -0.20 0.34
C -3.728 -3.095 3.008 -0.43 -0.12 -0.20
N -2.448 -2.692 3.288 -0.05 0.17 -0.82
C -1.778 -2.716 4.555 0.35 0.07 0.46
C -1.920 -2.141 2.164 0.02 -0.15 0.08
S -0.339 -1.546 2.133 0.64 0.87 -0.64
C -1.560 -2.396 -2.322 0.15 0.25 -0.33
S -0.802 -0.969 -2.775 0.18 0.57 0.04
H -0.947 -4.701 -4.674 -0.03 0.02 0.08
H 0.214 -3.430 -4.211 -0.06 -0.01 -0.01
H -1.274 -2.993 -5.055 0.03 -0.05 0.03
H -2.345 -5.494 -2.787 -0.01 -0.11 0.00
H -3.292 -4.365 -0.482 -0.12 -0.13 0.13
H -1.826 -0.692 -0.130 -0.35 0.17 -0.07
H -3.760 -1.060 -0.517 -0.26 0.24 -0.04
H -4.851 -2.910 1.123 -0.13 0.00 -0.04
H -4.344 -3.579 3.740 -0.09 -0.03 0.08
H -2.319 -3.361 5.245 0.00 -0.01 -0.08
H -1.717 -1.706 4.966 -0.01 -0.09 0.00
H -0.758 -3.078 4.417 -0.10 -0.05 0.09
C 4.059 -1.622 -2.418 0.18 -0.11 -0.11
C 3.853 -0.267 -2.240 0.01 0.10 -0.07
C 2.722 0.185 -1.580 -0.26 0.20 0.13
C 1.781 -0.710 -1.076 -0.11 0.06 0.07
C 2.006 -2.072 -1.261 -0.28 -0.02 0.18
C 3.131 -2.525 -1.931 0.01 -0.06 0.07
H 4.941 -1.975 -2.934 0.07 -0.03 -0.05
H 4.574 0.445 -2.621 0.02 0.05 -0.02
H 2.580 1.252 -1.453 -0.02 0.01 0.02
H 1.292 -2.798 -0.886 -0.02 0.01 0.00
H 3.283 -3.587 -2.070 0.01 -0.07 0.02